Record 1
Below is a structure of composition C17H19LiN2O in a non-equilibrium geometry, with properties calculated with ωB97M-V with the def2-TZVPD basis set.

Geometry as XYZ:
```
40
Properties=species:S:1:pos:R:3:forces:R:3
Li -0.52667 2.13713 -0.90934 1.049 -0.570 1.410
N 0.57145 0.92388 0.25119 -1.006 0.072 -1.858
C 0.80440 0.11421 1.17567 0.148 1.766 0.913
C 1.25902 -1.31046 1.01332 -0.707 0.412 0.725
C 1.52344 -1.69569 -0.29927 0.239 -0.361 1.216
C 1.90727 -2.98937 -0.55892 -0.749 0.127 -1.774
C 1.94319 -3.91906 0.44671 0.503 -1.611 0.955
C 1.73970 -3.53072 1.77173 -0.363 1.897 -0.782
C 1.34193 -2.20672 2.09703 0.198 -0.824 -1.074
C 0.67829 0.78661 2.56582 -0.764 -0.967 -0.995
C 1.19910 2.08996 2.65683 -0.338 -0.872 1.771
C 0.91650 2.83126 3.80003 -0.531 -0.924 0.633
C 0.03348 2.27593 4.78996 0.570 0.812 0.032
C -0.47547 0.99325 4.67876 -0.144 -0.210 0.039
C -0.18503 0.26257 3.52068 -0.075 0.089 0.457
H 1.37404 -0.94782 -1.04705 0.096 0.330 -0.422
H 2.01785 -3.25145 -1.62214 0.200 -0.230 0.589
H 2.12306 -5.00964 0.25109 0.078 1.260 0.068
H 1.96906 -4.20211 2.53615 -0.145 -1.189 1.174
H 1.01006 -1.93299 3.11799 0.715 -0.147 -0.835
H 1.85099 2.37841 1.86470 0.300 0.525 -0.288
H 1.43495 3.76393 4.02677 -0.408 -0.041 -0.278
H -0.24545 2.89009 5.65870 0.357 -0.321 -0.340
H -1.06551 0.48794 5.47821 0.287 0.846 -0.682
H -0.73176 -0.68248 3.38975 0.634 0.286 -0.132
C -1.50984 -0.76614 -3.89272 -0.163 2.704 0.466
N -1.76391 0.46816 -3.02988 -0.406 -0.646 0.052
C -2.81895 0.32900 -1.96257 1.273 0.836 -0.583
C -1.15132 1.66240 -3.22721 -0.337 0.545 0.171
C -0.24263 1.84135 -4.47988 -0.751 -0.660 0.673
O -1.32991 2.63004 -2.41633 0.100 -1.541 -1.477
H -2.08189 -0.63764 -4.82927 0.195 -0.537 0.451
H -1.75436 -1.64077 -3.30745 -0.056 -0.116 -0.124
H -0.45414 -0.68773 -4.08328 0.364 -0.675 -0.372
H -3.52418 1.12390 -2.12665 -0.473 0.264 0.063
H -2.39828 0.45194 -0.96192 0.090 -0.191 -0.086
H -3.30682 -0.62897 -2.03655 0.037 -0.250 -0.155
H -0.07655 2.90986 -4.69260 -0.038 -0.558 0.383
H -0.76807 1.37954 -5.34262 0.591 0.212 0.407
H 0.71296 1.30841 -4.26544 -0.572 0.457 -0.392
```
Positions in Å, forces in eV/Å.

The value obtained for the total energy is -851.4552 Eh. As for the orbital gap: 6.35 eV. The HOMO energy is -6.09 eV. As for the spin multiplicity: 1. The relative energy (zero: lowest compared OMol25 entry of this formula, charge and spin) comes out at 0.0000 eV.



Record 2
Below is a structure of composition C17H19MgN7S, with properties calculated with ωB97M-V with the def2-TZVPD basis set.

Geometry as XYZ:
```
45
Properties=species:S:1:pos:R:3:forces:R:3
Mg 0.18508 -0.63527 -0.58602 0.345 0.246 0.189
C 3.07384 1.63156 3.11207 0.329 -0.048 0.023
N 1.76188 1.99232 2.59436 -0.381 -0.129 -0.086
C 1.15284 3.21737 2.77276 -0.036 0.138 -0.018
C -0.04004 3.17248 2.16834 -0.013 0.069 -0.036
N -0.18031 1.89908 1.60405 0.287 -0.026 0.140
C 0.96293 1.17895 1.87913 0.066 0.439 0.005
S 1.44879 -0.38844 1.44160 0.199 -0.301 0.109
C -1.40794 1.42966 1.07732 -0.341 -0.138 -0.083
C -2.58926 2.10753 1.36632 0.046 -0.008 0.070
C -3.78745 1.60319 0.89596 0.063 -0.047 -0.034
C -3.79373 0.42927 0.15402 -0.012 -0.052 0.003
C -2.58231 -0.16532 -0.10951 -0.060 0.086 0.060
N -1.40577 0.32818 0.32451 -0.249 0.113 -0.101
H 3.29997 2.26502 3.96495 -0.060 0.031 -0.013
H 3.83848 1.76865 2.34797 -0.056 0.013 -0.025
H 3.07698 0.59235 3.42495 -0.066 -0.001 0.032
H 1.62254 4.03038 3.29888 0.046 -0.065 0.020
H -0.77770 3.94518 2.06855 -0.011 -0.028 -0.029
H -2.59328 3.00123 1.96930 0.023 -0.047 0.064
H -4.71253 2.11415 1.12549 0.002 0.012 0.008
H -4.71157 -0.01697 -0.20005 0.005 0.026 -0.026
H -2.52356 -1.08492 -0.68446 -0.063 0.006 0.019
N -0.08907 1.43479 -2.85051 0.111 0.112 -0.194
C 0.51901 2.53715 -3.31603 0.138 0.070 0.051
C 1.78138 2.57176 -2.76617 0.008 -0.066 0.053
C 1.86067 1.42114 -1.97927 0.069 0.098 -0.220
N 0.72569 0.72079 -2.04536 -0.091 0.011 0.087
H -0.98109 1.07064 -3.13746 -0.067 -0.015 0.008
H 0.04152 3.22230 -3.99716 -0.101 -0.094 -0.003
H 2.53958 3.31780 -2.92532 -0.001 -0.012 0.004
H 2.69158 1.05900 -1.39376 -0.039 -0.003 0.053
N -0.87628 -3.09254 1.00628 -0.060 0.144 -0.145
C -0.27786 -3.53429 -0.14500 0.116 -0.165 -0.224
C -0.22722 -4.89924 -0.45674 -0.028 -0.036 -0.008
C 0.36703 -5.30363 -1.62703 -0.037 0.118 0.084
C 0.90359 -4.34715 -2.49474 0.033 0.000 -0.089
C 0.80235 -3.03028 -2.14488 -0.004 -0.115 -0.071
N 0.21839 -2.61026 -0.99462 -0.210 -0.347 0.129
H -1.19380 -3.80441 1.64281 0.022 -0.029 0.068
H -0.47185 -2.28775 1.46364 0.036 -0.003 0.096
H -0.64352 -5.61829 0.23584 0.023 0.008 0.008
H 0.42957 -6.35563 -1.86993 -0.020 -0.009 0.007
H 1.38082 -4.63643 -3.41912 -0.002 0.045 -0.002
H 1.18163 -2.25109 -2.79599 0.041 -0.002 0.019
```
Positions in Å, forces in eV/Å.

The value obtained for the total energy is -1640.4359 Eh. As for the orbital gap: 8.50 eV. The HOMO energy is -14.44 eV. Its total charge is +2. As for the spin multiplicity: 1. The relative energy (zero: lowest compared OMol25 entry of this formula, charge and spin) comes out at 0.3030 eV.



Record 3
Below is an isolated molecule of C17H19N3O2 in a non-equilibrium geometry, with properties calculated with ωB97M-V with the def2-TZVPD basis set.

Geometry as XYZ:
```
41
Properties=species:S:1:pos:R:3:forces:R:3
C 3.52930 -2.90276 1.04868 -0.205 0.018 -0.093
C 2.18528 -2.45435 0.48886 0.212 0.183 0.132
C 1.98653 -0.95326 0.67051 -0.002 -0.280 -0.073
C 0.67725 -0.43790 0.14026 -0.206 0.355 -0.018
N -0.10604 -1.33587 -0.44240 -0.098 -0.153 -0.069
C -1.26162 -0.97165 -0.96807 0.102 0.584 0.105
N -2.08456 -1.90653 -1.55382 -0.550 0.521 -0.192
C -1.97364 -3.27381 -1.72555 0.218 -0.215 0.078
C -0.73933 -3.93606 -1.20019 -0.060 -0.395 -0.094
O -2.87180 -3.85528 -2.28643 -0.085 -0.122 -0.067
C -1.68316 0.37655 -0.95415 0.940 -0.362 0.406
C -2.93631 0.70981 -1.50376 -0.626 0.022 -0.182
N -3.98381 0.90108 -1.93432 -0.239 -0.054 -0.125
C -0.86006 1.33826 -0.34109 -0.057 -0.514 -0.284
C -1.29892 2.72740 -0.40386 0.265 0.533 0.836
C -1.26166 3.78234 0.47473 0.005 -0.618 -0.395
C -1.90372 4.86110 -0.17115 -0.215 -0.023 -0.527
C -2.28104 4.39449 -1.39367 -0.035 0.716 0.500
O -1.92763 3.11523 -1.53981 0.191 -0.272 -0.226
C 0.34347 0.92059 0.24130 -0.135 0.185 -0.169
C 1.25154 1.89386 0.93645 -0.033 -0.075 0.137
C 1.00206 1.91266 2.44737 0.110 0.097 -0.156
H 3.65868 -3.97332 0.91187 0.086 -0.094 0.024
H 3.59634 -2.68407 2.11255 0.067 0.005 0.120
H 4.34679 -2.39273 0.54310 0.133 0.031 -0.018
H 1.38065 -2.98680 0.99547 -0.070 -0.050 -0.090
H 2.13021 -2.69783 -0.57176 -0.105 -0.063 -0.007
H 2.79698 -0.42364 0.15978 0.047 0.060 0.088
H 2.06344 -0.71006 1.73253 0.092 0.092 0.013
H -2.94973 -1.53320 -1.93586 0.110 -0.210 0.029
H 0.13800 -3.51033 -1.67790 0.089 0.006 0.065
H -0.65244 -3.75998 -0.13219 0.104 0.008 0.036
H -0.79824 -5.00177 -1.40293 -0.104 0.002 -0.052
H -0.86543 3.79165 1.46806 0.138 -0.101 0.194
H -2.05974 5.84386 0.22327 -0.076 0.218 0.015
H -2.78623 4.86013 -2.21624 -0.068 -0.034 -0.164
H 2.29344 1.62882 0.75194 -0.002 0.063 -0.045
H 1.08532 2.89274 0.53099 0.124 -0.070 -0.024
H 1.26047 0.95794 2.89811 -0.005 -0.071 0.086
H 1.60522 2.68628 2.91647 0.035 0.058 0.133
H -0.04585 2.10642 2.66284 -0.096 0.019 0.071
```
Positions in Å, forces in eV/Å.

The value obtained for the total energy is -973.9631 Eh. As for the orbital gap: 8.66 eV. The HOMO energy is -8.77 eV. The SMILES is CCCc1nc(NC(C)=O)c(C#N)c(-c2ccco2)c1CC. As for the spin multiplicity: 1. The relative energy (zero: lowest compared OMol25 entry of this formula, charge and spin) comes out at 1.8014 eV.



Record 4
Below is an isolated molecule of C17H19N3O2, with properties calculated with ωB97M-V with the def2-TZVPD basis set.

Geometry as XYZ:
```
41
Properties=species:S:1:pos:R:3:forces:R:3
O -1.65860 -0.66842 -2.89365 0.023 -0.002 -0.368
C -1.73521 0.02061 -1.89500 0.136 0.395 -0.032
C -1.36626 1.50690 -1.94776 -0.316 -0.143 -0.456
N -0.35505 1.85871 -0.97256 -0.197 0.583 0.404
N 0.70435 1.08145 -0.96459 0.787 -0.547 -0.024
C 1.68255 1.28985 -0.12832 -0.646 0.237 -0.253
C 2.79896 0.34115 -0.17841 0.358 -0.384 -0.047
C 2.59069 -0.92412 -0.72958 0.014 0.096 0.070
C 3.62002 -1.84270 -0.78292 0.020 -0.034 -0.022
C 4.87314 -1.51404 -0.29004 0.070 0.005 0.010
C 5.09208 -0.25704 0.24769 0.124 -0.067 0.025
C 4.06452 0.66664 0.30490 -0.226 0.027 -0.052
C 1.61998 2.37928 0.79182 -0.432 0.276 -0.041
C 0.52801 3.17744 0.78877 0.353 -0.108 0.088
C -0.56958 2.94073 -0.12130 -0.031 -0.148 -0.115
O -1.61237 3.57200 -0.16988 -0.096 0.249 0.122
N -2.13668 -0.47074 -0.70783 -0.130 -0.289 0.191
C -2.32064 0.29287 0.51046 -0.117 0.362 0.293
C -3.34618 -0.39976 1.40270 0.155 0.034 0.032
C -2.83715 -1.77325 1.85325 0.016 0.019 -0.009
C -1.95546 -2.39981 0.76557 -0.179 0.015 -0.043
C -2.37742 -1.90211 -0.60925 0.219 -0.401 -0.151
H -2.23429 2.14688 -1.76597 0.169 -0.124 -0.031
H -0.98352 1.69426 -2.95507 -0.079 -0.045 0.170
H 1.61277 -1.16623 -1.11558 -0.078 -0.057 -0.033
H 3.44655 -2.81925 -1.20997 -0.025 -0.077 -0.032
H 5.67786 -2.23299 -0.32957 0.063 -0.055 -0.002
H 6.07008 0.00772 0.62207 0.071 0.021 0.022
H 4.26043 1.64960 0.70654 0.014 0.092 0.051
H 2.42401 2.54546 1.49202 0.052 0.022 0.063
H 0.41788 4.00976 1.46691 -0.020 0.040 0.044
H -1.37100 0.37948 1.05764 -0.045 0.073 0.003
H -2.67145 1.29893 0.27163 0.112 -0.030 0.024
H -4.27687 -0.50609 0.84382 -0.051 0.049 0.004
H -3.55128 0.23224 2.26700 -0.056 0.039 -0.041
H -2.26221 -1.67552 2.77532 -0.048 -0.018 0.057
H -3.68968 -2.41966 2.06532 0.011 -0.030 0.064
H -2.02528 -3.48698 0.79655 0.074 -0.018 -0.014
H -0.90941 -2.13120 0.92585 0.051 -0.043 -0.022
H -1.80116 -2.38218 -1.40351 -0.162 0.041 0.107
H -3.43713 -2.11992 -0.78510 0.045 -0.055 -0.057
```
Positions in Å, forces in eV/Å.

The value obtained for the total energy is -973.9622 Eh. As for the orbital gap: 8.47 eV. The HOMO energy is -8.59 eV. The SMILES is O=C(Cn1nc(-c2ccccc2)ccc1=O)N1CCCCC1. As for the spin multiplicity: 1. The relative energy (zero: lowest compared OMol25 entry of this formula, charge and spin) comes out at 1.8253 eV.



Record 5
Below is a structure of composition C17H19N5O2Pb in a non-equilibrium geometry, with properties calculated with ωB97M-V with the def2-TZVPD basis set.

Geometry as XYZ:
```
44
Properties=species:S:1:pos:R:3:forces:R:3
N -1.66750 -1.85754 -1.72600 0.398 -0.584 -0.623
C -1.79013 -2.75297 -2.45597 -0.145 0.946 0.750
C -2.00566 -3.86682 -3.35780 0.009 -0.337 -0.258
H -1.15728 -3.95879 -4.05263 -0.285 0.028 0.187
H -2.92830 -3.69538 -3.93238 0.255 -0.082 0.170
H -2.10407 -4.79698 -2.77828 -0.028 0.266 -0.193
N -2.29331 1.13983 2.20760 0.713 -0.337 -0.786
C -2.97837 1.52891 3.06421 -0.869 0.495 0.728
C -3.83386 1.97481 4.14002 0.348 0.346 -0.318
H -4.84589 2.16764 3.75395 0.060 -0.242 0.047
H -3.42927 2.89970 4.57714 0.014 -0.271 -0.005
H -3.88105 1.19423 4.91366 -0.104 -0.019 0.037
N 2.50512 1.40745 0.50790 0.501 0.031 -0.545
C 3.58247 1.76398 0.26732 -0.769 -0.190 0.361
C 4.94166 2.19827 0.02613 0.357 0.076 -0.083
H 5.48837 2.19824 0.97951 -0.091 0.068 -0.242
H 4.94084 3.21230 -0.39577 0.041 -0.229 0.122
H 5.42986 1.50896 -0.67718 -0.089 0.231 0.169
Pb -0.43421 0.57299 -0.25496 1.438 -3.536 2.725
C 0.57674 0.21751 2.51109 0.720 0.037 3.062
O 0.91249 0.07376 3.59354 -0.828 0.328 -2.868
C -1.17736 -1.76143 1.33967 -1.524 -2.682 1.700
O -1.41368 -2.72604 1.91046 0.743 2.785 -1.644
C -2.14467 1.26542 -2.01080 -0.970 0.350 0.008
C -0.88536 1.31015 -2.63332 -0.995 -0.661 -0.990
C 0.10901 2.17938 -2.14539 1.074 0.973 -0.113
C -0.15446 2.99085 -1.03038 -0.256 0.994 0.499
C -1.41181 2.94103 -0.40413 0.132 0.963 -0.225
C -2.40858 2.08276 -0.89574 -0.662 0.161 -0.729
H -2.89634 0.55590 -2.34723 0.105 0.140 -0.068
H -0.67034 0.63313 -3.45952 -0.042 0.198 0.034
H 1.09928 2.18419 -2.59988 -0.180 0.088 -0.024
H 0.62942 3.61866 -0.61165 -0.115 -0.023 -0.171
H -1.60030 3.51964 0.49578 0.041 0.119 -0.191
H -3.35911 2.00380 -0.37732 -0.016 0.100 -0.181
N 2.56536 -1.59430 0.97042 2.562 -1.828 0.140
C 3.32267 -2.69900 0.75281 -0.158 3.526 1.518
C 2.49354 -3.60323 0.08132 -0.595 -1.240 -0.689
C 1.25386 -2.94233 -0.04963 -1.344 1.199 0.064
N 1.27873 -1.73535 0.50999 0.316 -1.713 -1.553
H 2.87307 -0.68993 1.34731 -0.152 -0.330 -0.082
H 4.35271 -2.76602 1.07588 0.069 -0.049 -0.022
H 2.75196 -4.58664 -0.27126 0.101 -0.219 -0.037
H 0.36376 -3.31076 -0.55847 0.219 0.123 0.319
```
Positions in Å, forces in eV/Å.

The value obtained for the total energy is -1274.4862 Eh. As for the orbital gap (spin up / spin down): 6.58 / 3.74 eV. The HOMO energy (spin up / spin down) is -22.92 / -22.91 eV. Its total charge is +4. As for the spin multiplicity: 1. The relative energy (zero: lowest compared OMol25 entry of this formula, charge and spin) comes out at 0.0000 eV.



Question: relative energy (zero: lowest compared OMol25 entry of this formula, charge and spin) of number 5 (C17H19N5O2Pb)?
Answer: 0.0000 eV



Question: spin multiplicity of number 4 (C17H19N3O2)?
Answer: 1